{"formula": "C2H3Cl2N", "method": "ωB97M-V/def2-TZVPD", "e_tot_ev": -28655.7556, "homo_lumo_gap_ev": 11.30, "e_lumo_ev": 0.7, "e_above_lowest_kj_mol": 113.9, "multiplicity": 1, "species": ["C", "C", "N", "Cl", "Cl", "H", "H", "H"], "positions_angstrom": [[1.800, 0.703, -0.250], [-0.688, -0.753, 0.645], [1.137, 1.409, -0.917], [-1.413, 0.290, -0.519], [0.326, -1.937, -0.082], [-0.177, -0.129, 1.429], [-1.417, -1.396, 1.198], [0.432, 1.812, -1.505]]}

---

{"formula": "C2H23N2O15S2", "method": "ωB97M-V/def2-TZVPD", "e_tot_ev": -57812.6564, "charge": -1, "homo_lumo_gap_ev": 7.92, "e_lumo_ev": 1.7, "multiplicity": 1, "species": ["N", "S", "O", "O", "N", "S", "O", "O", "C", "C", "O", "O", "H", "H", "H", "H", "H", "O", "H", "H", "O", "H", "H", "O", "H", "H", "O", "H", "H", "O", "H", "H", "O", "H", "H", "O", "H", "H", "O", "H", "H", "O", "H", "H"], "positions_angstrom": [[5.196, 0.756, 1.252], [4.144, 1.605, 0.261], [3.514, 0.600, -0.573], [4.940, 2.562, -0.441], [3.160, 2.203, 1.382], [2.064, 3.265, 0.899], [2.501, 4.300, 0.006], [1.373, 3.733, 2.071], [0.833, 2.322, -0.026], [-0.183, 1.777, 0.924], [-1.332, 2.180, 1.013], [0.257, 0.781, 1.714], [5.298, 1.321, 2.083], [4.763, -0.123, 1.495], [0.321, 3.031, -0.656], [1.285, 1.530, -0.609], [0.923, 0.290, 1.210], [1.380, -0.745, -0.742], [0.850, -1.440, -1.157], [2.298, -0.989, -0.900], [-0.784, -1.532, -2.488], [-0.388, -0.978, -3.168], [-1.485, -0.983, -2.117], [-2.872, -3.875, -1.991], [-2.187, -3.205, -2.082], [-2.764, -4.429, -2.772], [-3.968, 2.378, 2.136], [-4.450, 1.674, 1.698], [-3.040, 2.210, 1.901], [-0.039, -4.784, -1.917], [-0.622, -4.500, -1.209], [-0.068, -5.741, -1.866], [-2.266, 5.054, 1.189], [-2.841, 5.285, 1.925], [-2.248, 4.089, 1.192], [1.030, -6.814, -0.028], [1.599, -7.573, 0.124], [1.253, -6.198, 0.675], [-3.950, 6.706, 3.216], [-3.710, 7.569, 2.868], [-4.582, 6.888, 3.915], [-2.037, -6.540, -3.429], [-1.402, -6.554, -4.150], [-1.794, -7.291, -2.880]]}

---

{"formula": "C18H22N2O4S", "method": "ωB97M-V/def2-TZVPD", "e_tot_ev": -41028.8543, "homo_lumo_gap_ev": 7.83, "e_lumo_ev": -0.3, "smiles": "CCCCNC(=O)c1onc(CSc2ccc(C)c(C)c2)c1C(=O)O", "e_above_lowest_kj_mol": 82.5, "multiplicity": 1, "species": ["C", "C", "C", "C", "N", "C", "O", "C", "C", "C", "N", "O", "C", "H", "H", "S", "C", "C", "C", "C", "C", "C", "H", "C", "H", "H", "H", "C", "H", "H", "H", "H", "H", "C", "O", "O", "H", "H", "H", "H", "H", "H", "H", "H", "H", "H", "H"], "positions_angstrom": [[6.089, 0.941, -1.066], [5.341, 1.637, 0.065], [3.912, 1.125, 0.243], [3.868, -0.331, 0.707], [2.514, -0.754, 0.983], [1.878, -1.681, 0.261], [2.389, -2.296, -0.670], [0.482, -1.929, 0.680], [-0.473, -2.837, 0.271], [-1.606, -2.505, 1.088], [-1.316, -1.509, 1.883], [-0.036, -1.146, 1.647], [-2.963, -3.071, 1.025], [-2.936, -4.133, 0.786], [-3.523, -2.877, 1.936], [-3.826, -2.315, -0.412], [-3.647, -0.575, -0.099], [-3.708, -0.026, 1.172], [-3.569, 1.341, 1.320], [-3.393, 2.180, 0.229], [-3.352, 1.624, -1.054], [-3.471, 0.252, -1.200], [-3.433, -0.193, -2.184], [-3.175, 2.495, -2.260], [-2.243, 3.056, -2.198], [-3.160, 1.897, -3.167], [-3.990, 3.214, -2.333], [-3.258, 3.660, 0.425], [-4.054, 4.189, -0.097], [-3.308, 3.914, 1.480], [-2.309, 4.017, 0.027], [-3.608, 1.765, 2.313], [-3.859, -0.645, 2.040], [-0.430, -3.978, -0.695], [-1.336, -4.771, -0.741], [0.633, -4.084, -1.465], [1.354, -3.420, -1.283], [2.004, -0.270, 1.708], [4.252, -0.997, -0.067], [4.468, -0.451, 1.615], [3.371, 1.215, -0.701], [3.402, 1.746, 0.984], [5.297, 2.707, -0.146], [5.890, 1.508, 1.000], [7.058, 1.410, -1.218], [6.256, -0.109, -0.840], [5.527, 1.010, -1.994]]}

---

{"formula": "C18H54F3O15", "method": "ωB97M-V/def2-TZVPD", "e_tot_ev": -58398.6050, "charge": -1, "homo_lumo_gap_ev": 5.49, "e_lumo_ev": 2.0, "multiplicity": 1, "species": ["C", "O", "O", "C", "F", "F", "F", "C", "C", "H", "H", "H", "H", "H", "H", "C", "O", "C", "C", "O", "C", "H", "H", "H", "H", "H", "H", "H", "H", "H", "H", "C", "O", "C", "C", "O", "C", "H", "H", "H", "H", "H", "H", "H", "H", "H", "H", "C", "O", "C", "C", "O", "C", "H", "H", "H", "H", "H", "H", "H", "H", "H", "H", "O", "H", "H", "O", "H", "H", "O", "H", "H", "O", "H", "H", "O", "H", "H", "C", "O", "H", "H", "H", "H", "C", "O", "H", "H", "H", "H"], "positions_angstrom": [[2.877, 2.895, 0.644], [2.289, 1.886, 1.483], [4.229, 3.099, 0.976], [2.494, 2.641, -0.844], [2.971, 1.467, -1.361], [1.148, 2.567, -1.063], [2.908, 3.491, -1.795], [1.276, 2.141, 2.418], [0.990, 0.705, 2.896], [0.100, 0.719, 3.526], [0.724, 0.029, 2.083], [1.902, 0.267, 3.302], [0.370, 2.436, 1.889], [1.607, 2.827, 3.198], [2.315, 3.793, 0.900], [-4.952, 0.165, 8.420], [-5.755, -0.971, 8.529], [-6.303, -1.484, 7.347], [-7.262, -2.669, 7.669], [-6.503, -3.883, 7.884], [-7.249, -4.820, 8.544], [-5.591, 0.825, 7.833], [-3.978, 0.133, 7.933], [-4.927, 0.672, 9.385], [-5.436, -1.780, 6.756], [-6.977, -0.792, 6.843], [-7.941, -2.872, 6.841], [-7.809, -2.481, 8.593], [-7.583, -5.618, 7.880], [-7.950, -4.505, 9.317], [-6.560, -5.464, 9.091], [-4.181, -3.277, -9.837], [-4.621, -2.031, -9.380], [-3.731, -1.598, -8.342], [-4.349, -0.281, -7.788], [-3.863, 0.897, -8.464], [-3.435, 1.912, -7.565], [-4.845, -3.774, -10.545], [-4.146, -3.950, -8.981], [-3.170, -3.113, -10.209], [-2.705, -1.331, -8.598], [-3.441, -2.154, -7.450], [-4.033, -0.309, -6.745], [-5.435, -0.378, -7.777], [-4.261, 2.277, -6.955], [-3.168, 2.857, -8.037], [-2.597, 1.723, -6.894], [0.286, -2.944, -1.900], [1.285, -3.934, -1.420], [0.784, -4.905, -0.524], [1.915, -5.706, 0.118], [3.051, -4.904, 0.494], [4.077, -5.553, 1.172], [0.553, -2.350, -2.774], [0.333, -2.214, -1.092], [-0.693, -3.357, -2.143], [0.192, -5.685, -1.003], [0.055, -4.449, 0.147], [2.320, -6.421, -0.599], [1.517, -6.050, 1.072], [3.839, -5.711, 2.224], [5.046, -5.062, 1.256], [4.329, -6.528, 0.754], [8.312, 3.746, -3.109], [8.034, 4.655, -2.994], [8.367, 3.630, -4.057], [5.770, -1.500, -0.184], [5.034, -0.950, -0.450], [5.366, -2.314, 0.115], [7.842, 7.838, 3.805], [7.087, 7.464, 3.350], [8.470, 7.118, 3.859], [6.156, 0.504, 4.425], [5.796, 0.115, 5.222], [5.401, 0.895, 3.986], [6.639, 7.379, -2.362], [6.174, 7.159, -1.554], [6.020, 7.915, -2.857], [6.427, 0.888, -7.353], [7.745, 0.598, -7.145], [5.729, 0.106, -7.055], [6.332, 1.829, -6.812], [6.241, 1.021, -8.419], [8.149, 0.087, -7.850], [-5.936, 5.829, 4.815], [-4.888, 4.995, 4.228], [-5.450, 6.403, 5.604], [-6.242, 6.646, 4.162], [-6.787, 5.268, 5.200], [-4.123, 5.559, 4.092]]}

---

{"formula": "C30H52AlBr3Cl4F3IMgN3O7S", "method": "ωB97M-V/def2-TZVPD", "e_tot_ev": -350051.6999, "charge": 3, "homo_lumo_gap_ev": 1.22, "e_lumo_ev": -12.4, "multiplicity": 1, "species": ["C", "C", "C", "I", "C", "C", "C", "O", "C", "F", "F", "F", "C", "O", "C", "C", "C", "C", "C", "C", "C", "N", "O", "H", "H", "H", "H", "H", "H", "H", "H", "H", "H", "H", "H", "H", "H", "H", "H", "H", "H", "H", "H", "H", "H", "H", "H", "H", "H", "H", "H", "O", "H", "Mg", "C", "C", "O", "H", "H", "H", "H", "H", "Cl", "N", "C", "C", "C", "C", "C", "H", "H", "H", "H", "H", "C", "Br", "Br", "Br", "H", "C", "C", "C", "S", "O", "O", "C", "H", "H", "H", "H", "H", "H", "H", "H", "C", "Cl", "Cl", "Cl", "H", "Al", "C", "C", "N", "H", "H", "H"], "positions_angstrom": [[3.559, -2.697, 3.620], [2.291, -2.282, 2.650], [2.367, -0.725, 2.173], [4.462, -0.304, 1.733], [1.311, -0.314, 1.015], [0.847, 1.242, 1.012], [1.908, 2.298, 1.618], [2.988, 2.657, 0.680], [1.139, 3.730, 1.912], [2.117, 4.532, 2.704], [-0.046, 3.575, 2.799], [0.915, 4.397, 0.656], [-0.068, -1.173, 1.330], [-0.139, -2.434, 0.614], [-0.427, -2.200, -0.798], [-0.373, -3.517, -1.735], [1.125, -4.135, -1.662], [1.855, -4.035, -3.131], [3.269, -3.226, -2.989], [2.257, -5.565, -3.590], [0.549, -1.012, -1.307], [1.714, -0.713, -0.388], [2.451, 0.258, -1.035], [3.153, -3.524, 4.344], [4.413, -3.130, 2.983], [3.883, -1.823, 4.316], [2.202, -3.008, 1.739], [1.349, -2.425, 3.332], [2.081, -0.090, 3.122], [0.460, 1.588, -0.037], [-0.100, 1.295, 1.701], [2.389, 2.004, 2.628], [3.846, 2.634, 1.179], [-0.973, -0.530, 0.945], [-0.259, -1.273, 2.480], [-1.519, -1.789, -0.851], [-0.668, -3.162, -2.815], [-1.203, -4.238, -1.364], [1.044, -5.263, -1.363], [1.788, -3.640, -0.835], [1.192, -3.551, -3.940], [3.884, -3.226, -3.971], [3.855, -3.669, -2.089], [3.025, -2.119, -2.712], [1.340, -6.108, -4.036], [2.588, -6.116, -2.625], [3.116, -5.545, -4.393], [1.007, -1.352, -2.328], [-0.067, -0.056, -1.521], [2.332, -1.546, -0.308], [2.951, -0.143, -1.794], [3.939, -5.061, -6.425], [4.396, -5.644, -7.024], [2.231, 1.402, 4.556], [7.207, -0.487, -1.563], [6.444, -0.925, -2.830], [5.311, -1.464, -2.426], [7.431, -1.335, -0.907], [8.162, -0.029, -1.843], [6.645, 0.256, -0.988], [7.159, -1.559, -3.394], [6.398, -0.028, -3.469], [-1.277, 3.685, 1.198], [-6.111, 7.075, 0.688], [-6.846, 6.378, -0.199], [-6.396, 5.237, -0.847], [-5.113, 4.788, -0.569], [-4.332, 5.489, 0.341], [-4.873, 6.616, 0.940], [-7.841, 6.770, -0.384], [-7.033, 4.715, -1.550], [-4.725, 3.900, -1.057], [-3.325, 5.165, 0.580], [-4.303, 7.195, 1.660], [8.951, -3.214, -6.221], [7.889, -3.548, -4.628], [8.020, -3.761, -7.834], [9.542, -1.368, -6.318], [9.846, -3.833, -6.143], [-6.971, 8.484, 5.692], [-6.957, 8.500, 4.162], [-7.020, 7.047, 3.688], [-7.879, 6.140, 4.969], [-6.956, 5.199, 5.563], [-9.180, 5.743, 4.480], [-8.080, 7.517, 6.085], [-7.143, 9.481, 6.106], [-6.007, 8.123, 6.067], [-7.832, 9.046, 3.795], [-6.069, 9.003, 3.771], [-7.568, 6.955, 2.749], [-6.022, 6.617, 3.581], [-8.005, 7.175, 7.117], [-9.065, 7.954, 5.903], [-2.058, -5.914, -4.319], [-1.051, -7.115, -5.139], [-2.154, -6.262, -2.586], [-1.425, -4.280, -4.596], [-3.064, -5.967, -4.736], [3.196, 6.232, 3.316], [-2.676, -9.219, 0.420], [-1.327, -8.892, -0.167], [-0.239, -8.635, -0.633], [-3.015, -10.190, 0.054], [-2.609, -9.252, 1.509], [-3.402, -8.456, 0.131]]}

---

{"formula": "C4H10N2O3", "method": "ωB97M-V/def2-TZVPD", "e_tot_ev": -13432.1855, "homo_lumo_gap_ev": 8.98, "e_lumo_ev": 0.3, "smiles": "NC[C@H](O)[C@H](N)C(=O)O", "e_above_lowest_kj_mol": 161.2, "multiplicity": 1, "species": ["C", "C", "C", "C", "N", "N", "O", "O", "O", "H", "H", "H", "H", "H", "H", "H", "H", "H", "H"], "positions_angstrom": [[0.569, -0.802, -0.540], [0.961, 0.623, -0.094], [-1.019, -0.652, -1.232], [-0.153, 1.012, 0.861], [2.277, 0.605, 0.523], [-2.090, -1.071, -0.382], [-0.805, 2.170, 0.701], [0.534, -1.665, 0.511], [-0.429, 0.282, 1.826], [-0.484, 2.661, -0.068], [0.001, -1.096, 1.304], [1.224, -1.161, -1.337], [0.977, 1.296, -0.960], [2.384, -0.237, 1.082], [2.423, 1.406, 1.128], [-1.869, -1.955, 0.068], [-2.309, -0.390, 0.337], [-0.954, -1.357, -2.063], [-1.239, 0.331, -1.665]]}